32
Properties=species:S:1:pos:R:3:mulliken_charge:R:1 method="wB97M-V/def2-TZVPD" homo_ev=-9.75 homo_lumo_gap_ev=8.736
C 1.21455 -0.72147 0.52955 -0.849
C 1.47716 -0.89281 -0.98655 -0.503
B 1.11744 0.39937 -1.75001 0.272
O 1.88817 0.96087 -2.74473 -0.498
C -0.22962 1.15132 -1.35479 0.152
C -0.53456 2.46055 -1.09045 -0.887
N -1.87244 2.50798 -0.75825 -0.034
C -2.40190 1.28998 -0.80911 0.257
C -3.79901 0.89951 -0.51287 -0.442
C -4.31886 -0.29943 -1.31185 -1.077
N -1.42394 0.46416 -1.16679 0.156
H 0.14232 -0.71355 0.70303 0.222
H 1.66358 -1.53848 1.07391 0.221
H 1.64695 0.20812 0.87576 0.371
H 2.49429 -1.18613 -1.21627 0.335
H 0.80223 -1.67394 -1.35823 0.309
H 1.49707 0.82201 -3.61095 0.312
H 0.12183 3.30470 -1.12782 0.452
H -2.39145 3.33086 -0.50766 0.200
H -3.86645 0.71777 0.55603 0.303
H -4.43520 1.75672 -0.70677 0.399
H -4.90350 -0.94964 -0.67801 0.303
H -3.53476 -0.90477 -1.75199 0.319
H -4.92866 0.05022 -2.13352 0.299
H -1.48372 -0.53512 -1.26193 0.362
F 3.37794 -3.17206 3.17215 -0.352
P 3.73260 -1.56191 3.30996 1.063
F 3.31335 0.00179 2.90127 -0.333
F 5.26928 -0.98304 3.21539 -0.330
F 3.87235 -1.75102 1.65825 -0.341
F 4.25375 -1.98086 4.81534 -0.319
F 2.23921 -1.46172 4.02794 -0.344

52
Properties=species:S:1:pos:R:3:lowdin_spin:R:1 method="wB97M-V/def2-TZVPD" homo_ev="1.90 / -1.06" homo_lumo_gap_ev="2.845 / 5.790" charge=-2 spin_multiplicity=3 s_squared=2.04
Ti -0.32738 -0.35679 0.19460 0.125
Br 0.93544 1.98116 2.76272 0.012
C -0.11665 0.43095 3.16005 0.070
C -0.21139 0.06385 4.46943 0.074
C -0.87107 -1.15778 4.78640 0.205
C -1.38009 -1.91045 3.75132 0.010
C -1.28719 -1.45800 2.44317 0.204
N -0.62896 -0.25449 2.10965 0.208
C -1.90633 -2.14849 1.30627 0.055
O -2.34749 -3.29730 1.40644 0.081
O -1.96132 -1.43827 0.20938 0.010
H 0.23539 0.68072 5.23400 0.001
H -0.94347 -1.48183 5.81645 0.017
H -1.87302 -2.85873 3.91753 -0.004
N -0.33410 -1.27434 -1.76855 0.013
C 0.65578 -0.87455 -2.71347 0.060
C 0.28302 -0.43712 -3.96269 0.029
C 1.24065 -0.12486 -4.94034 0.141
C 2.58908 -0.30898 -4.62147 0.021
C 2.96838 -0.74353 -3.36886 0.085
C 2.02404 -1.02129 -2.33987 0.105
C 2.42057 -1.40717 -1.00611 0.103
C 3.66283 -2.08357 -0.84884 0.058
C 4.16388 -2.40921 0.38974 0.025
C 3.44849 -2.06413 1.54295 0.118
C 2.21536 -1.42286 1.40489 0.015
C 1.64677 -1.06491 0.17780 0.108
H -1.27543 -1.22600 -2.12807 0.000
H -0.14689 -2.20866 -1.40787 0.005
H -0.77478 -0.34020 -4.19315 -0.001
H 0.93865 0.24260 -5.91374 0.014
H 3.34667 -0.08162 -5.36635 -0.002
H 4.02415 -0.82113 -3.13703 0.009
H 4.21539 -2.38788 -1.73237 0.007
H 5.10162 -2.95236 0.47436 0.000
H 3.83241 -2.30244 2.52986 0.011
H 1.70464 -1.18998 2.33556 -0.002
C -2.25196 3.37201 1.65824 0.000
Ge -1.92638 2.46630 -0.11735 0.000
C -3.55385 1.33858 -0.32390 0.001
C -2.26251 4.03352 -1.34701 0.000
C -0.33971 1.47248 -0.41177 0.007
H -3.14666 3.99900 1.60086 0.000
H -1.40560 4.00135 1.94097 0.000
H -2.39480 2.63067 2.44849 0.000
H -4.48267 1.88195 -0.13199 0.000
H -3.48907 0.50082 0.37092 0.000
H -3.59724 0.92466 -1.33412 0.000
H -3.17050 4.56811 -1.05323 0.000
H -2.37298 3.70655 -2.38377 0.000
H -1.42561 4.73606 -1.30307 0.000
H 0.55190 2.07757 -0.58704 0.003

37
Properties=species:S:1:pos:R:3:mulliken_charge:R:1 method="wB97M-V/def2-TZVPD" homo_ev=-10.14 homo_lumo_gap_ev=8.735 smiles="CCOCOC(=O)OC[C@@H](C)Br.O=C1C=CC(=O)C=C1"
C -1.78969 1.50174 -6.20937 -1.167
C -1.10923 0.15036 -6.16210 -0.249
O -0.13894 0.19670 -5.13523 -0.331
C 0.03510 -1.00034 -4.48137 -0.206
O -1.11960 -1.49840 -3.81589 -0.369
C -1.48475 -0.79863 -2.75621 0.678
O -1.73990 0.32265 -2.75157 -0.424
O -1.56944 -1.58419 -1.68801 -0.403
C -1.44799 -0.89661 -0.43731 -0.684
C -0.03481 -0.30921 -0.26832 0.272
C -0.05204 1.21714 -0.19552 -1.236
Br 0.67250 -0.96240 1.46409 -0.136
H -1.10975 2.26588 -6.55517 0.300
H -2.71245 1.47413 -6.77127 0.362
H -2.04178 1.76260 -5.19120 0.285
H -0.67563 -0.05047 -7.14110 0.389
H -1.88144 -0.59191 -5.98999 0.313
H 0.84168 -0.85214 -3.77424 0.232
H 0.37299 -1.75977 -5.17343 0.340
H -1.57528 -1.66114 0.30460 0.513
H -2.22804 -0.17004 -0.27268 0.281
H 0.65348 -0.65894 -1.01733 0.221
H -0.96999 1.57980 0.23896 0.338
H -0.00428 1.61037 -1.20004 0.296
H 0.80178 1.52733 0.37614 0.461
O 0.59818 1.65458 4.52864 -0.531
C 1.09834 0.86548 5.30099 0.386
C 1.51898 1.28239 6.66262 -0.359
C 2.06958 0.41791 7.51024 -0.360
C 2.28612 -1.00147 7.13265 0.370
O 2.78637 -1.78869 7.90705 -0.543
C 1.86572 -1.41818 5.77178 -0.460
C 1.31490 -0.55404 4.92333 0.157
H 1.35237 2.32074 6.91984 0.410
H 2.38340 0.70233 8.50657 0.404
H 2.03250 -2.45661 5.51473 0.421
H 1.00104 -0.83894 3.92511 0.034

19
Properties=species:S:1:pos:R:3:mulliken_charge:R:1 method="wB97M-V/def2-TZVPD" homo_ev=-9.03 homo_lumo_gap_ev=9.839 smiles="[H]/N=C(/N)[C@H](N)COC" de_lowest_kcal_mol=38.24
H 2.08576 0.99795 -0.90245 0.364
N 2.25524 -0.01680 -0.77868 -0.839
C 1.09258 -0.58602 -0.87012 0.312
N 1.02598 -1.94592 -0.79265 -0.536
C -0.18022 0.26780 -1.05929 0.278
N 0.17072 1.69324 -0.82566 -0.804
C -1.35935 -0.21755 -0.18715 -0.782
O -1.02300 -0.75436 1.09512 -0.388
C -0.46330 0.18065 2.00544 -0.739
H 1.85122 -2.32197 -0.33607 0.304
H 0.16801 -2.32820 -0.40985 0.267
H -0.47021 0.18703 -2.11368 0.370
H 0.42416 1.81894 0.15313 0.242
H -0.66071 2.26497 -0.97450 0.294
H -2.11773 0.56563 -0.06678 0.484
H -1.85771 -1.03491 -0.72238 0.345
H -0.53896 -0.23667 3.01334 0.247
H -1.00018 1.13330 1.98207 0.325
H 0.59771 0.33289 1.79016 0.257